No. 1
The ion C5H15N2O with charge +1. Source: the OMol25 dataset; level of theory: ωB97M-V/def2-TZVPD.

The SMILES is CNC[C@@H]([NH3+])CCO. The calculated total energy comes out at -383.99253 Eh. As for the HOMO-LUMO gap: 10.72 eV. For the HOMO energy, the calculation gives -0.50628 Ha. For the energy above the lowest of the compared OMol25 structures with the same formula, charge and spin, the calculation gives 36.7 kcal per mole. The value obtained for the lowest unoccupied orbital energy is -3.1 eV.

Geometry as ORCA input:
```
! RIJCOSX wB97M-V def2-TZVPD def2/J DEFGRID3
* xyz 1 1
N 0.335 -0.431 -1.737
C -0.066 -0.540 -0.298
C 0.770 -1.664 0.330
C 0.431 -1.939 1.823
O 0.019 -0.821 2.560
C 0.181 0.889 0.224
N -0.109 1.836 -0.857
C -1.547 2.127 -0.909
H 0.078 0.550 -1.997
H 0.017 -1.085 -2.447
H 1.354 -0.448 -1.753
H -1.138 -0.690 -0.150
H 0.660 -2.571 -0.260
H 1.805 -1.294 0.337
H 1.327 -2.439 2.216
H -0.387 -2.640 2.019
H 0.742 -0.272 2.815
H -0.317 1.147 1.153
H 1.257 0.912 0.472
H 0.459 2.666 -0.718
H -1.970 2.849 -0.195
H -1.783 2.647 -1.839
H -2.121 1.213 -0.791
*
```

No. 2
A cluster of 3 separate species, C5H15N2O3 in total. Source: the OMol25 dataset; level of theory: ωB97M-V/def2-TZVPD.

The calculated total energy comes out at -534.48671 Eh. As for the HOMO-LUMO gap: 8.54 eV. For the HOMO energy, the calculation gives -0.42547 Ha. For the energy above the lowest of the compared OMol25 structures with the same formula, charge and spin, the calculation gives 37.0 kcal per mole. The value obtained for the lowest unoccupied orbital energy is -3.0 eV.

Geometry as ORCA input:
```
! RIJCOSX wB97M-V def2-TZVPD def2/J DEFGRID3
* xyz 1 1
O -2.937 0.460 -0.406
C -1.879 0.252 -0.941
C -0.593 0.168 -0.115
C -0.130 -1.297 -0.202
C 1.191 -1.444 -0.937
C 1.320 -1.046 -2.206
N 2.168 -2.068 -0.204
N -0.983 0.680 1.254
H -1.772 -0.047 -1.987
H 0.188 0.840 -0.458
H 0.035 -1.702 0.798
H -0.943 -1.927 -0.570
H 0.455 -0.833 -2.819
H 2.259 -1.231 -2.717
H 3.076 -2.189 -0.620
H 2.178 -2.068 0.802
H -0.765 1.679 1.249
H -0.417 0.219 1.970
H -1.987 0.454 1.303
H -1.498 3.639 -0.959
H -2.539 2.722 -0.209
O -1.608 2.951 -0.289
H 2.119 -0.055 2.702
H 1.621 1.253 3.122
O 1.443 0.589 2.438
*
```

No. 3
The ion C5H15N2S with charge +1. Source: the OMol25 dataset; level of theory: ωB97M-V/def2-TZVPD.

The SMILES is C[C@H](N)C[NH2+]CCS. The calculated total energy comes out at -706.96358 Eh. As for the HOMO-LUMO gap: 9.74 eV. For the HOMO energy, the calculation gives -0.46401 Ha. For the energy above the lowest of the compared OMol25 structures with the same formula, charge and spin, the calculation gives 8.2 kcal per mole. The value obtained for the lowest unoccupied orbital energy is -2.9 eV.

Geometry as ORCA input:
```
! RIJCOSX wB97M-V def2-TZVPD def2/J DEFGRID3
* xyz 1 1
C -0.430 0.944 -0.695
N -0.435 0.426 0.706
C 0.921 0.402 1.323
C 0.937 0.179 2.821
S 1.042 -1.589 3.288
C -0.283 -0.257 -1.611
N -1.238 -1.276 -1.119
C -0.392 0.055 -3.087
H 0.386 1.628 -0.849
H -1.316 1.531 -0.956
H -1.019 1.061 1.247
H 1.434 1.334 1.097
H 1.500 -0.374 0.842
H 0.113 0.628 3.379
H 1.842 0.644 3.192
H 1.501 -1.354 4.522
H 0.681 -0.682 -1.396
H -1.016 -2.163 -1.554
H -0.863 -0.517 0.612
H -2.205 -1.054 -1.336
H -1.272 0.650 -3.334
H 0.465 0.649 -3.428
H -0.354 -0.866 -3.662
*
```

No. 4
A cluster of 2 separate species, C5H15N3 in total. Source: the OMol25 dataset; level of theory: ωB97M-V/def2-TZVPD.

The SMILES is C/N=C\N.CCNC. The calculated total energy comes out at -363.70489 Eh. As for the HOMO-LUMO gap: 9.42 eV. For the HOMO energy, the calculation gives -0.31299 Ha. For the energy above the lowest of the compared OMol25 structures with the same formula, charge and spin, the calculation gives 51.6 kcal per mole. The value obtained for the lowest unoccupied orbital energy is 0.9 eV.

Geometry as ORCA input:
```
! RIJCOSX wB97M-V def2-TZVPD def2/J DEFGRID3
* xyz 0 1
C 0.210 1.725 -1.575
N 1.454 2.270 0.897
C 2.040 2.551 -0.327
N 1.676 1.973 -1.428
H 0.094 1.134 -2.489
H -0.288 2.761 -1.559
H -0.195 1.112 -0.767
H 0.867 1.424 0.844
H 2.083 2.236 1.705
H 2.959 3.151 -0.249
C -2.454 -1.733 1.275
C -1.272 -1.050 0.602
N -0.116 -1.936 0.578
C 0.874 -1.564 -0.456
H -3.335 -1.057 1.208
H -2.183 -1.965 2.345
H -2.834 -2.622 0.788
H -1.038 -0.125 1.096
H -1.649 -0.825 -0.421
H -0.443 -2.855 0.245
H 1.721 -2.313 -0.454
H 0.476 -1.680 -1.521
H 1.356 -0.615 -0.341
*
```